Density functional theory data (ωB97M-V/def2-TZVPD) for C29H31N5O3 in the gas phase.

The calculation puts the HOMO energy at -0.3050 hartree. The value obtained for the energy relative to the best compared isomer or geometry (same formula, charge and spin) is 0.148 eV. As for the total charge: 0. As for the orbital gap: 8.8377 eV. The total energy is -44170.1721 eV. Its SMILES is CCc1ccccc1NC(=O)CN1CCN(C(=O)c2ccc(OCc3cn4ccccc4n3)cc2)CC1.

```
68
Properties=species:S:1:pos:R:3:mulliken_charge:R:1
C 5.57 1.91 2.23 -0.793
C 6.05 2.73 1.03 -1.011
C 7.32 2.17 0.46 0.624
C 8.54 2.73 0.81 -0.662
C 9.74 2.24 0.34 -0.680
C 9.73 1.15 -0.52 -0.597
C 8.54 0.56 -0.89 -0.588
C 7.33 1.06 -0.40 0.548
N 6.11 0.48 -0.77 0.104
C 5.85 -0.58 -1.56 0.378
O 6.66 -1.27 -2.14 -0.678
C 4.34 -0.82 -1.71 -0.563
N 3.61 -0.36 -0.54 0.174
C 2.23 0.02 -0.78 -0.978
C 1.31 -1.20 -0.96 -0.613
N 1.43 -2.05 0.20 0.152
C 0.43 -2.42 1.04 0.345
O 0.62 -3.19 1.96 -0.666
C -0.92 -1.83 0.78 -0.010
C -1.16 -0.47 0.95 -0.169
C -2.43 0.04 0.78 -0.419
C -3.49 -0.79 0.43 0.763
O -4.69 -0.18 0.28 -0.356
C -5.82 -0.97 -0.05 -0.407
C -7.01 -0.09 -0.13 0.098
C -7.11 1.25 0.20 -0.442
N -8.40 1.60 -0.04 0.099
C -9.06 2.78 0.10 -0.089
C -10.38 2.85 -0.23 -0.700
C -11.06 1.71 -0.71 -0.112
C -10.40 0.52 -0.86 -0.844
C -9.04 0.45 -0.52 0.499
N -8.20 -0.56 -0.57 -0.755
C -3.25 -2.15 0.27 -0.424
C -1.98 -2.66 0.45 -0.931
C 2.78 -2.50 0.44 -1.245
C 3.70 -1.28 0.58 -0.775
H 5.40 0.87 1.95 0.166
H 6.32 1.93 3.02 0.388
H 4.64 2.32 2.63 0.300
H 5.26 2.78 0.27 0.364
H 6.24 3.76 1.36 0.446
H 8.54 3.59 1.48 0.360
H 10.67 2.70 0.63 0.379
H 10.66 0.75 -0.90 0.395
H 8.52 -0.28 -1.55 0.522
H 5.27 0.89 -0.36 -0.068
H 4.19 -1.88 -1.96 0.258
H 4.02 -0.23 -2.58 0.535
H 2.18 0.66 -1.66 0.478
H 1.90 0.59 0.09 0.240
H 0.27 -0.88 -1.08 0.507
H 1.61 -1.76 -1.85 0.248
H -0.35 0.19 1.24 0.416
H -2.63 1.09 0.92 0.440
H -5.99 -1.74 0.72 0.357
H -5.68 -1.48 -1.01 0.364
H -6.38 1.93 0.58 0.489
H -8.49 3.61 0.47 0.376
H -10.90 3.79 -0.11 0.377
H -12.10 1.80 -0.96 0.413
H -10.88 -0.36 -1.22 0.431
H -4.05 -2.83 0.01 0.452
H -1.80 -3.72 0.34 0.428
H 2.78 -3.10 1.35 0.476
H 3.11 -3.13 -0.40 0.258
H 4.74 -1.61 0.69 0.415
H 3.41 -0.73 1.48 0.513
```